No. 1
ORCA calculation (the ωB97M-V functional and the def2-TZVPD basis) on C3H3NO2 in the gas phase.

Computed properties:
- Strongest force on any atom: 0.7 eV/A
- HOMO level: -10.79 eV
- Multiplicity: 1
- SMILES: [H]/N=C1\COC1=O
- HOMO-LUMO gap: 10.667 eV
- Charge: 0
- M: 85.06 g mol⁻¹

Last column: natural (NBO) charge in e.
Cartesian coordinates (Å):
O1 1.491 1.759 -1.030  -0.50
C1 -0.939 -0.097 0.075  -0.15
C2 0.677 1.018 -0.588  0.72
O2 -0.695 1.133 -0.647  -0.48
C3 0.557 -0.296 0.180  0.16
H1 -1.472 -0.829 -0.538  0.20
N1 1.331 -1.158 0.662  -0.51
H2 -1.465 0.081 1.017  0.20
H3 0.718 -1.867 1.070  0.34



No. 2
ORCA calculation (the ωB97M-V functional and the def2-TZVPD basis) on C3H3NO2 in the gas phase in a non-equilibrium geometry.

Computed properties:
- Strongest force on any atom: 4.5 eV/A
- HOMO level: -8.94 eV
- Multiplicity: 1
- SMILES: N=c1occo1
- HOMO-LUMO gap: 9.752 eV
- Charge: 0
- M: 85.06 g mol⁻¹

Last column: natural (NBO) charge in e.
Cartesian coordinates (Å):
C1 1.080 0.853 -0.050  0.04
H1 2.127 -0.993 0.022  0.21
C2 1.264 -0.476 0.047  0.04
N1 -2.237 -0.078 -0.023  -0.73
O1 0.030 -1.089 -0.012  -0.45
H2 1.557 1.797 -0.121  0.23
O2 -0.310 1.110 0.027  -0.45
C3 -0.916 -0.122 0.012  0.76
H3 -2.593 -1.002 0.098  0.34



No. 3
ORCA calculation (the ωB97M-V functional and the def2-TZVPD basis) on C3H3NO2 in the gas phase in a non-equilibrium geometry.

Computed properties:
- Strongest force on any atom: 4.2 eV/A
- HOMO level: -8.93 eV
- Multiplicity: 1
- HOMO-LUMO gap: 9.125 eV
- Charge: 0
- M: 85.06 g mol⁻¹

Last column: natural (NBO) charge in e.
Cartesian coordinates (Å):
H1 1.010 -1.624 -0.479  0.49
N1 -0.842 -0.718 -0.115  -0.86
C1 1.589 0.229 -0.048  0.27
O1 1.698 -0.980 -0.419  -0.65
C2 0.060 0.375 0.256  -0.35
H2 -1.147 -0.771 -1.073  0.38
H3 -1.619 -0.824 0.504  0.39
O2 -0.456 2.731 0.765  -0.42
C3 -0.294 1.582 0.608  0.75



No. 4
ORCA calculation (the ωB97M-V functional and the def2-TZVPD basis) on C3H3NO2S in the gas phase in a non-equilibrium geometry.

Computed properties:
- Strongest force on any atom: 2.8 eV/A
- HOMO level: -9.46 eV
- Multiplicity: 1
- SMILES: S=C1C=NOCO1
- HOMO-LUMO gap: 8.685 eV
- Charge: 0
- M: 117.13 g mol⁻¹

Last column: natural (NBO) charge in e.
Cartesian coordinates (Å):
H1 0.571 -2.223 0.011  0.24
H2 0.776 2.237 -1.445  0.22
C1 0.880 1.247 -0.863  0.17
C2 0.553 -1.080 -0.241  -0.10
S1 -1.302 -0.484 1.771  0.06
N1 0.757 -0.889 -1.493  -0.06
O1 -0.049 1.172 0.223  -0.48
O2 0.634 0.393 -1.923  -0.34
C3 -0.168 -0.092 0.708  0.11
H3 1.905 0.985 -0.480  0.17



No. 5
ORCA calculation (the ωB97M-V functional and the def2-TZVPD basis) on C3H3NO2S in the gas phase in a non-equilibrium geometry.

Computed properties:
- Strongest force on any atom: 3.6 eV/A
- HOMO level: -9.55 eV
- Multiplicity: 1
- HOMO-LUMO gap: 8.606 eV
- Charge: 0
- M: 117.13 g mol⁻¹

Last column: natural (NBO) charge in e.
Cartesian coordinates (Å):
H1 1.870 0.303 -2.034  0.22
C1 1.220 0.168 -1.170  0.30
H2 -1.522 1.153 -0.360  0.23
O1 -0.061 0.331 -1.520  -0.48
H3 -1.706 -0.586 -0.740  0.23
C2 -0.992 0.192 -0.435  -0.20
N1 1.677 -0.102 -0.051  -0.32
C3 -0.313 -0.149 0.812  -0.27
O2 0.499 -0.789 3.159  -0.88
S1 -0.672 -0.521 2.339  1.17



No. 6
ORCA calculation (the ωB97M-V functional and the def2-TZVPD basis) on C3H3NO2S in the gas phase in a non-equilibrium geometry.

Computed properties:
- Strongest force on any atom: 4.4 eV/A
- HOMO level (spin up / spin down): -8.47 / -8.49 eV
- Multiplicity: 1
- HOMO-LUMO gap (spin up / spin down): 7.859 / 7.128 eV
- Charge: 0
- M: 117.13 g mol⁻¹

Last column: natural (NBO) charge in e.
Cartesian coordinates (Å):
C1 -0.576 -2.362 0.035  -0.03
H1 -0.734 -2.351 1.182  0.19
H2 0.268 0.208 -1.862  0.18
O1 -0.239 -1.475 -0.833  -0.38
N1 0.345 0.499 0.310  -0.45
C2 0.037 -0.167 -0.796  0.27
C3 0.458 1.732 0.538  -0.05
O2 0.048 4.179 1.027  -0.94
H3 -0.710 -3.432 -0.356  0.17
S1 1.103 3.169 0.755  1.03



> Which value of charge does entry 5 give?

0